[1]
The following is a quantum chemistry calculation of a cluster of 12 separate species, C33H95N5O18 in total, from the OMol25 dataset.

Each atom is followed by the atoms it is bonded to, with distances in Å.
Element x y z (Å)
1 C -4.20860 -1.91153 2.84186  C2 1.551, O4 1.433, H5 1.090, H6 1.090
2 C -3.63675 -0.48414 3.04755  C1 1.551, O3 1.429, H7 1.090, H8 1.090
3 O -3.77436 0.05117 4.36498  C2 1.429, H9 0.960
4 O -5.63240 -1.89218 2.67837  C1 1.433, H10 0.960
5 H -4.06343 -2.56536 3.70182  C1 1.090
6 H -3.71482 -2.41837 2.01277  C1 1.090
7 H -3.97393 0.25143 2.31724  C2 1.090
8 H -2.56394 -0.52520 2.85921  C2 1.090
9 H -4.59141 0.55416 4.33288  O3 0.960
10 H -6.03597 -1.54951 3.47918  O4 0.960
11 C -3.20247 4.96515 1.26905  C12 1.523, O14 1.411, H15 1.090, H16 1.090
12 C -2.41500 3.70822 1.61694  C11 1.523, O13 1.457, H17 1.090, H18 1.090
13 O -1.58175 3.14866 0.56127  C12 1.457, H19 0.960
14 O -4.33475 4.71515 0.46561  C11 1.411, H20 0.960
15 H -2.66056 5.64171 0.60823  C11 1.090
16 H -3.46473 5.50519 2.17881  C11 1.090
17 H -3.11325 2.91550 1.88552  C12 1.090
18 H -1.95481 3.92929 2.57999  C12 1.090
19 H -2.14612 3.12443 -0.21494  O13 0.960
20 H -3.99638 4.38220 -0.36881  O14 0.960
21 C -5.09921 0.21138 -1.47053  C22 1.547, O24 1.422, H25 1.090, H26 1.090
22 C -5.96528 1.05916 -0.50872  C21 1.547, O23 1.457, H27 1.090, H28 1.090
23 O -7.33927 1.16823 -0.98083  C22 1.457, H29 0.960
24 O -4.86052 0.81152 -2.73756  C21 1.422, H30 0.960
25 H -5.65150 -0.72445 -1.55594  C21 1.090
26 H -4.11094 0.01538 -1.05458  C21 1.090
27 H -5.56352 2.06848 -0.41950  C22 1.090
28 H -5.93940 0.59471 0.47704  C22 1.090
29 H -7.34799 1.53419 -1.86829  O23 0.960
30 H -5.71383 1.08051 -3.08556  O24 0.960
31 C 2.73096 4.95361 -1.33236  C32 1.551, O34 1.449, H35 1.090, H36 1.090
32 C 1.30251 4.95216 -0.72796  C31 1.551, O33 1.445, H37 1.090, H38 1.090
33 O 0.38236 5.26372 -1.79793  C32 1.445, H39 0.960
34 O 3.28681 6.27873 -1.51629  C31 1.449, H40 0.960
35 H 2.88984 4.43736 -2.27912  C31 1.090
36 H 3.34109 4.43238 -0.59469  C31 1.090
37 H 1.15029 5.65967 0.08712  C32 1.090
38 H 1.03371 3.98735 -0.29784  C32 1.090
39 H 0.31072 6.21457 -1.90901  O33 0.960
40 H 2.61986 6.73626 -2.03344  O34 0.960
41 C 0.03544 0.01529 0.98642  C42 1.535, O44 1.431, H45 1.090, H46 1.090
42 C -0.22579 -0.38377 -0.47215  C41 1.535, O43 1.376, H47 1.090, H48 1.090
43 O -1.27401 0.29364 -1.05105  C42 1.376, H49 0.960
44 O 0.44428 1.38603 1.00463  C41 1.431, H50 0.960
45 H 0.87927 -0.47615 1.47072  C41 1.090
46 H -0.83535 -0.17589 1.61354  C41 1.090
47 H -0.45371 -1.44789 -0.53381  C42 1.090
48 H 0.62197 -0.23209 -1.14029  C42 1.090
49 H -1.00106 1.17092 -1.32943  O43 0.960
50 H -0.25866 2.03331 0.91243  O44 0.960
51 C -2.60099 3.76509 -2.81909  C52 1.546, O54 1.423, H55 1.090, H56 1.090
52 C -1.55870 2.71409 -3.26493  C51 1.546, O53 1.405, H57 1.090, H58 1.090
53 O -0.48101 2.67691 -2.36502  C52 1.405, H59 0.960
54 O -3.24801 3.26601 -1.65386  C51 1.423, H60 0.960
55 H -3.35499 4.05555 -3.55068  C51 1.090
56 H -2.08198 4.69728 -2.59607  C51 1.090
57 H -1.20414 2.99054 -4.25789  C52 1.090
58 H -2.02548 1.73294 -3.35192  C52 1.090
59 H -0.21748 3.59865 -2.31463  O53 0.960
60 H -3.67315 2.48959 -2.02536  O54 0.960
61 C 2.09132 -2.47961 -3.09256  O62 1.383, H63 1.090, H64 1.090, H65 1.090
62 O 3.39838 -2.89867 -2.92468  C61 1.383, H66 0.960
63 H 1.96080 -1.82040 -3.95076  C61 1.090
64 H 1.43373 -3.34884 -3.10373  C61 1.090
65 H 1.76617 -1.84941 -2.26478  C61 1.090
66 H 3.55634 -3.53341 -3.62735  O62 0.960
67 C -1.64114 -4.88207 1.81832  C68 1.522, H73 1.090, H74 1.090, H75 1.090
68 C -1.29351 -4.32451 0.44490  C67 1.522, C69 1.534, N72 1.449, H76 1.090
69 C 0.21649 -4.28607 0.17856  C68 1.534, O70 1.431, H77 1.090, H78 1.090
70 O 0.97740 -3.45586 1.06134  C69 1.431, C71 1.371
71 C 2.26806 -3.29647 0.62757  O70 1.371, H79 1.090, H80 1.090, H81 1.090
72 N -2.07123 -5.05686 -0.53370  C68 1.449, H82 1.010, H83 1.010
73 H -1.16632 -4.28491 2.59681  C67 1.090
74 H -1.10541 -5.82328 1.94167  C67 1.090
75 H -2.67651 -4.94417 2.15336  C67 1.090
76 H -1.61933 -3.28477 0.41540  C68 1.090
77 H 0.44271 -3.99005 -0.84580  C69 1.090
78 H 0.44028 -5.35099 0.11569  C69 1.090
79 H 2.71885 -4.28240 0.74088  C71 1.090
80 H 2.85019 -2.64919 1.28351  C71 1.090
81 H 2.41466 -2.91348 -0.38234  C71 1.090
82 H -1.92773 -4.65755 -1.45025  N72 1.010
83 H -3.05938 -4.95123 -0.35344  N72 1.010
84 C 3.90534 0.52726 1.84794  C85 1.583, H90 1.090, H91 1.090, H92 1.090
85 C 3.32469 1.31122 3.09409  C84 1.583, C86 1.567, N89 1.441, H93 1.090
86 C 4.50244 1.89008 3.95069  C85 1.567, O87 1.422, H94 1.090, H95 1.090
87 O 5.35939 1.00574 4.66174  C86 1.422, C88 1.420
88 C 4.75072 0.34592 5.76162  O87 1.420, H96 1.090, H97 1.090, H98 1.090
89 N 2.51981 2.42516 2.66156  C85 1.441, H99 1.010, H100 1.010
90 H 3.11177 0.04966 1.27325  C84 1.090
91 H 4.57996 -0.27085 2.15780  C84 1.090
92 H 4.44616 1.19194 1.17429  C84 1.090
93 H 2.83961 0.63452 3.79755  C85 1.090
94 H 4.09130 2.65268 4.61214  C86 1.090
95 H 5.10331 2.46122 3.24297  C86 1.090
96 H 5.43342 -0.43238 6.10260  C88 1.090
97 H 3.85865 -0.20300 5.45997  C88 1.090
98 H 4.50856 1.00134 6.59821  C88 1.090
99 H 1.86950 2.66096 3.39750  N89 1.010
100 H 1.91068 2.05682 1.94505  N89 1.010
101 C -3.91832 -2.67227 -4.01062  C102 1.461, H107 1.090, H108 1.090, H109 1.090
102 C -2.71479 -2.42941 -3.21923  C101 1.461, C103 1.554, N106 1.426, H110 1.090
103 C -1.55186 -3.32178 -3.73631  C102 1.554, O104 1.432, H111 1.090, H112 1.090
104 O -1.75145 -4.66939 -3.29639  C103 1.432, C105 1.407
105 C -0.69413 -5.53642 -3.62964  O104 1.407, H113 1.090, H114 1.090, H115 1.090
106 N -2.36821 -1.05725 -3.39348  C102 1.426, H116 1.010, H117 1.010
107 H -3.80577 -2.47317 -5.07636  C101 1.090
108 H -4.66395 -1.97994 -3.61971  C101 1.090
109 H -4.21518 -3.72016 -3.96704  C101 1.090
110 H -2.96274 -2.66402 -2.18406  C102 1.090
111 H -0.64708 -2.88680 -3.31174  C103 1.090
112 H -1.40719 -3.27503 -4.81565  C103 1.090
113 H -0.96792 -6.56266 -3.38475  C105 1.090
114 H 0.16925 -5.17982 -3.06793  C105 1.090
115 H -0.48605 -5.67509 -4.69057  C105 1.090
116 H -1.86314 -0.89931 -2.53322  N106 1.010
117 H -3.14760 -0.43057 -3.25235  N106 1.010
118 C 0.16620 -1.96685 4.12240  C119 1.539, H124 1.090, H125 1.090, H126 1.090
119 C 1.30884 -2.89053 4.58050  C118 1.539, C120 1.626, N123 1.483, H127 1.090
120 C 1.43135 -3.08533 6.19062  C119 1.626, O121 1.411, H128 1.090, H129 1.090
121 O 1.66674 -1.82850 6.78834  C120 1.411, C122 1.439
122 C 1.94974 -1.82139 8.19935  O121 1.439, H130 1.090, H131 1.090, H132 1.090
123 N 1.12658 -4.22046 3.94948  C119 1.483, H133 1.010, H134 1.010
124 H -0.00595 -1.86655 3.05077  C118 1.090
125 H 0.25782 -0.97455 4.56405  C118 1.090
126 H -0.71056 -2.38320 4.61844  C118 1.090
127 H 2.23257 -2.40739 4.26206  C119 1.090
128 H 2.27321 -3.70638 6.49667  C120 1.090
129 H 0.48097 -3.50473 6.52075  C120 1.090
130 H 2.43789 -0.90438 8.52936  C122 1.090
131 H 2.56874 -2.66812 8.49597  C122 1.090
132 H 1.00107 -2.03974 8.68971  C122 1.090
133 H 0.87887 -4.02631 2.98976  N123 1.010
134 H 0.25923 -4.47332 4.40100  N123 1.010
135 C 5.97362 3.64858 -5.60204  C136 1.499, H141 1.090, H142 1.090, H143 1.090
136 C 4.87297 2.65612 -5.37719  C135 1.499, C137 1.531, N140 1.489, H144 1.090
137 C 4.48489 2.54896 -3.89962  C136 1.531, O138 1.464, H145 1.090, H146 1.090
138 O 3.19498 1.85697 -3.87912  C137 1.464, C139 1.400
139 C 2.74667 1.39857 -2.63454  O138 1.400, H147 1.090, H148 1.090, H149 1.090
140 N 3.77901 2.99081 -6.33045  C136 1.489, H150 1.010, H151 1.010
141 H 5.69276 4.64045 -5.24791  C135 1.090
142 H 6.15044 3.65563 -6.67757  C135 1.090
143 H 6.84490 3.35235 -5.01790  C135 1.090
144 H 5.17694 1.70827 -5.82135  C136 1.090
145 H 4.47197 3.51286 -3.39086  C137 1.090
146 H 5.20312 1.87928 -3.42657  C137 1.090
147 H 1.73319 1.01566 -2.75434  C139 1.090
148 H 2.65909 2.12563 -1.82719  C139 1.090
149 H 3.36643 0.60330 -2.22036  C139 1.090
150 H 3.15516 2.19731 -6.36618  N140 1.010
151 H 4.19952 3.01565 -7.24840  N140 1.010

The spin multiplicity is 2. As for the expectation value of S²: 0.756. The total energy comes out at -80050.887 eV. The HOMO-LUMO gap (alpha / beta) is 8.388 / 2.586 eV. The LUMO energy (alpha / beta) comes out at -2.2638 / -8.0658 eV. Its HOMO energy (alpha / beta) is -10.65 / -10.65 eV. Its charge is +1.

Here are the Mulliken charges for atoms 1 to 2, given in e: C -0.098; C 1.060

=====

[2]
The following is a quantum chemistry calculation of the ion C2H7N3 with charge +1, from the OMol25 dataset.

Each atom is followed by the atoms it is bonded to, with distances in Å.
Element x y z (Å)
1 C 0.55481 1.48003 -1.08443  N2 1.460, H6 1.103, H7 1.076, H8 1.115
2 N 0.84499 0.26659 -0.32617  C1 1.460, C3 1.359, H9 1.014
3 C -0.19329 -0.35080 0.29720  N2 1.359, N4 1.347, N5 1.342
4 N 0.13168 -1.42484 1.04253  C3 1.347, H10 1.012, H11 1.008
5 N -1.46343 -0.01164 0.02889  C3 1.342, H12 1.017
6 H 0.39153 2.35657 -0.43529  C1 1.103
7 H 1.32095 1.65488 -1.81980  C1 1.076
8 H -0.36458 1.40332 -1.71045  C1 1.115
9 H 1.66983 0.35207 0.25679  N2 1.014
10 H 1.11508 -1.57577 1.22530  N4 1.012
11 H -0.56162 -2.04807 1.42586  N4 1.008
12 H -2.20640 -0.57560 0.43457  N5 1.017

The spin multiplicity is 2. As for the expectation value of S²: 0.760. The total energy comes out at -6649.284 eV. The HOMO-LUMO gap (alpha / beta) is 12.440 / 7.129 eV. The LUMO energy (alpha / beta) comes out at -3.4592 / -8.1896 eV. Its HOMO energy (alpha / beta) is -15.90 / -15.32 eV. Its charge is +1.

Here are the Mulliken charges for atoms 1 to 2, given in e: C -0.808; N -0.222

=====

[3]
The following is a quantum chemistry calculation of a cluster of 2 separate species, C2H8O2 in total, from the OMol25 dataset.

Each atom is followed by the atoms it is bonded to, with distances in Å.
Element x y z (Å)
1 C 0.23318 1.00496 -1.99138  O2 1.473, H3 1.147, H4 1.157, H5 1.124
2 O -0.23994 1.80948 -0.85162  C1 1.473, H6 0.999
3 H 1.36210 0.99339 -1.79096  C1 1.147
4 H -0.38703 0.02910 -2.03724  C1 1.157
5 H -0.07878 1.52746 -2.93653  C1 1.124
6 H 0.59631 2.26558 -0.54956  O2 0.999
7 C -0.14442 -1.66224 1.74398  O8 1.411, H9 1.107, H10 1.034, H11 1.100
8 O -0.99042 -0.54093 1.87747  C7 1.411, H12 0.997
9 H -0.79362 -2.47003 1.35594  C7 1.107
10 H 0.40851 -1.71886 2.61584  C7 1.034
11 H 0.67084 -1.57024 1.01140  C7 1.100
12 H -0.63673 0.33233 1.55265  O8 0.997

The total energy comes out at -6296.851 eV. The HOMO-LUMO gap is 10.787 eV. As for the SMILES: CO.CO. The LUMO energy comes out at 0.6650 eV. Its HOMO energy is -10.12 eV.

Here are the Mulliken charges for atoms 1 to 2, given in e: C -0.447; O -0.508

=====

[4]
The following is a quantum chemistry calculation of the ion C3H5N2O2 with charge +1, from the OMol25 dataset.

Each atom is followed by the atoms it is bonded to, with distances in Å.
Element x y z (Å)
1 C 1.87682 -0.32977 0.06096  N2 1.559, H8 1.089, H9 1.196, H10 1.027
2 N 0.61137 -1.17760 -0.26931  C1 1.559, C3 1.420, H11 1.074, H12 1.055
3 C -0.44752 -0.24775 -0.09392  N2 1.420, C4 1.313
4 C -1.46809 0.48636 0.28542  C3 1.313, N5 1.482
5 N -2.45354 1.58668 0.16820  C4 1.482, O6 1.154, O7 1.186
6 O -3.14531 1.64506 1.08956  N5 1.154
7 O -2.54165 2.11047 -0.89201  N5 1.186
8 H 2.29703 -0.01134 -0.89241  C1 1.089
9 H 1.63832 0.44742 0.93820  C1 1.196
10 H 2.63379 -0.83079 0.54124  C1 1.027
11 H 0.54244 -1.62987 -1.24098  N2 1.074
12 H 0.45633 -2.04887 0.30506  N2 1.055

The total energy comes out at -10251.598 eV. The HOMO-LUMO gap is 10.532 eV. As for the SMILES: C[NH2+]C#C[N+](=O)[O-]. The LUMO energy comes out at -4.7625 eV. Its HOMO energy is -15.29 eV. Its charge is +1.

Here are the Mulliken charges for atoms 1 to 2, given in e: C -0.756; N -0.158

=====

So what do the calculations give for max |F|? Going down the list: 3.724; 2.625; 2.722; 9.471 eV/A.